{
  "formula": "C43H100N4O17S6",
  "method": "wB97M-V/def2-TZVPD",
  "symbols": ["H", "H", "C", "H", "H", "N", "H", "H", "C", "C", "H", "H", "H", "H", "H", "C", "H", "H", "C", "C", "C", "H", "H", "O", "O", "H", "S", "N", "H", "H", "H", "C", "H", "H", "H", "H", "H", "O", "S", "H", "H", "H", "C", "C", "H", "H", "H", "H", "H", "S", "H", "H", "H", "C", "C", "H", "O", "C", "H", "H", "C", "C", "C", "H", "O", "H", "C", "H", "C", "H", "H", "H", "H", "H", "H", "H", "H", "O", "H", "H", "H", "H", "C", "O", "H", "C", "C", "H", "C", "H", "H", "H", "H", "H", "H", "C", "O", "S", "H", "N", "H", "H", "C", "H", "O", "O", "H", "H", "C", "H", "H", "H", "O", "H", "H", "S", "H", "C", "C", "C", "O", "C", "H", "H", "H", "C", "H", "H", "C", "C", "C", "C", "O", "H", "H", "H", "N", "H", "H", "H", "O", "C", "C", "H", "H", "H", "H", "S", "H", "C", "H", "H", "C", "H", "O", "O", "H", "H", "C", "C", "H", "H", "C", "H", "C", "H", "O", "C", "H", "H"],
  "xyz": [[-3.2873, 2.0587, 0.3825], [7.1130, -3.0086, -2.4176], [6.3804, -2.7415, -1.6560], [0.7555, 2.5010, -0.8995], [4.8665, -1.4059, 0.1240], [-1.8000, -6.0266, 3.4869], [-0.5907, -4.8788, 1.3942], [6.9701, -2.4989, -0.7720], [0.6017, -0.0937, 3.1839], [-2.6529, 0.3089, 5.8370], [-4.3734, 0.9709, 2.6809], [-0.3737, -3.1005, -0.0974], [-1.7781, -1.4645, -1.4685], [-2.9876, -3.5806, 4.0663], [-3.8062, 3.3832, -0.6338], [2.1493, 5.5772, -1.8952], [2.5205, -1.0775, 4.0060], [1.3787, 4.0538, 2.9241], [-2.4842, -5.1202, 2.5874], [-1.2744, 2.8642, -6.1172], [-2.6929, -1.3900, -3.4124], [2.7260, 1.5128, 4.6690], [-0.1593, 0.6673, 3.0113], [-0.4354, -1.7513, -1.6579], [-4.4957, -1.9955, 3.8467], [-3.1062, 0.0028, 4.8942], [-0.3769, -0.7503, -0.6267], [1.8874, -1.0771, 4.7930], [-1.0979, 1.3342, 1.6322], [0.1976, 3.3395, -2.3855], [5.1932, 0.5760, 1.6786], [3.8120, -3.1260, -0.7721], [5.1079, -0.0480, 5.4364], [2.6062, 6.4276, -1.3890], [-3.0347, 1.3173, 5.9963], [5.7546, -0.6415, -1.8000], [4.6425, 4.7077, -4.0110], [0.7059, 2.6573, 0.4104], [4.2187, -0.9013, 3.3254], [-4.1912, 2.4553, -2.4731], [0.2392, -1.5886, -3.5818], [4.1222, 1.8327, 5.7060], [4.0866, -0.1115, 5.0610], [-0.4525, -0.3602, 5.3542], [-0.1067, 4.9912, 2.5918], [0.1238, 6.1228, -0.2826], [-3.2389, -2.4530, -1.5876], [0.0723, -1.8813, 1.6344], [1.4646, 0.1996, 2.5860], [-2.8996, -2.6392, -4.7566], [-3.1319, -5.6151, 1.8637], [3.5560, -0.6426, 5.8512], [-2.0228, 3.2786, -6.7928], [0.9973, 3.2538, -1.6498], [-1.4366, -2.8597, -0.0807], [-0.5274, 5.3614, -1.5659], [5.1671, -5.2290, -2.0763], [-1.5963, 2.8426, -0.7273], [0.2142, -1.0192, 2.7581], [1.0718, 5.0718, 1.4632], [-3.1411, 2.5206, -0.5939], [-1.3919, -4.3206, 1.8785], [0.8591, -0.0240, 4.6559], [-4.5883, 0.2294, 0.1639], [5.5034, -1.6364, 3.1139], [-3.1132, -0.0286, 2.8941], [-0.6340, 2.1120, 2.2388], [0.8929, 1.1714, -5.4241], [-1.4254, -3.3861, -2.4318], [1.3699, 0.8650, 5.0260], [-1.2981, 2.5020, 3.0101], [-2.5472, -4.9139, -3.8743], [-5.7945, -2.2586, 0.3970], [-1.1314, -4.3019, -4.4641], [-0.5445, 1.1640, -7.3742], [1.0427, 0.0281, -3.2004], [-1.2315, 3.8669, -0.6507], [3.1972, 4.7706, -2.5593], [-4.1839, 0.9154, -1.3553], [0.1694, -0.3824, -5.8573], [-2.8048, 0.3609, 0.5044], [-1.5737, -1.8603, 0.3322], [-3.7363, -1.5965, 0.4552], [-6.4939, -0.7410, 2.7452], [-2.5980, -6.4453, 3.9429], [-3.4919, -4.2386, 3.3587], [0.1199, -0.5448, -3.2912], [-0.9230, 2.1743, -0.1904], [3.8605, 5.3887, -3.6752], [0.9821, 0.8564, -2.0458], [-4.3219, -3.7747, 2.8258], [-3.9517, -5.0035, 3.9845], [-0.9567, -1.2059, 4.8865], [1.1117, -2.1025, 0.3751], [3.4484, -0.9446, -0.8887], [-0.9877, 1.3760, -6.4012], [-2.1119, -3.7170, 0.8328], [5.3761, -4.1924, -1.0381], [5.6024, 1.7954, 3.7485], [0.0304, 5.2247, -0.7350], [-1.4223, -4.1295, -1.6346], [-0.4300, -2.9451, -2.4847], [0.6570, 4.3440, 2.1606], [4.8449, -1.6793, -2.9212], [-4.3372, -2.8409, -4.9551], [2.9650, -1.5924, 3.2685], [-3.5320, -0.6975, -3.4789], [1.3097, -1.9033, 4.7306], [-3.6675, 1.7528, -1.8247], [-1.8767, -2.8353, -1.0776], [4.2308, 2.6721, 3.1566], [-2.2621, 0.1788, -5.4681], [5.8471, -4.4820, 0.2874], [-0.1876, -0.5039, -2.2463], [1.8927, 2.8025, -2.0770], [-1.2055, 2.4210, -2.5602], [-0.4733, 3.5959, -6.2218], [0.8946, 0.5857, -0.9936], [-3.7562, -0.0857, 0.7934], [4.2529, -1.6647, -0.7389], [-1.6399, -0.0595, -0.3195], [-4.9560, -2.3186, 1.0908], [-0.2187, -0.7321, 6.3518], [1.2991, 0.4962, 1.9254], [3.1478, -3.3581, -1.6047], [-2.3110, -2.1826, -2.0916], [3.3090, -3.4334, 0.1447], [-3.5888, -1.7296, -0.6165], [0.6113, -1.2867, 0.8968], [1.6264, -0.2471, 1.1984], [4.5436, 1.6902, 3.5117], [-0.0612, 3.2861, 1.3753], [-1.6387, 3.4936, -3.3961], [-2.0797, 0.3067, -1.8358], [2.7391, -0.2163, -0.7142], [3.3190, 5.6079, -4.5954], [-2.2629, 0.7146, -6.3243], [-2.2710, 0.0441, -7.0796], [1.5006, 6.0410, -2.6384], [2.0425, 4.4204, -0.1889], [0.1583, 1.8441, -2.5395], [-3.9797, 0.0560, 2.2383], [4.3313, 0.6651, 2.3399], [0.0958, 1.7324, 2.9540], [3.3698, 0.6721, 1.8265], [-2.6189, 0.6554, -3.5239], [0.3443, 1.4517, -0.6258], [-5.1516, -1.3148, 2.7109], [-1.5313, 3.0099, -5.0680], [2.0701, 0.3819, -0.0955], [2.5006, -0.6584, 1.7031], [-2.7702, -1.9296, 0.8343], [-1.9611, -3.9962, -3.8266], [-0.8291, -3.6399, 2.5172], [-1.3060, 0.7580, 5.4049], [-2.0452, -2.2742, -5.9162], [-1.2514, -5.5969, 4.2180], [0.8955, 3.2836, -0.2920], [-2.4932, 1.0512, -2.5161], [1.3416, 4.6211, -0.9992], [-0.8991, 3.6411, 0.7753], [2.5741, 1.3444, -0.0088], [3.7977, 1.3502, 4.7840], [-2.6180, -0.3688, 6.6900], [5.2888, -1.6186, -1.9275], [4.3420, 6.3284, -3.4047], [-0.7089, 0.3198, -4.1343], [-0.0326, 0.5957, -5.4207], [-1.8417, -0.8118, -3.7719], [-4.8064, -3.3777, 1.3007]],
  "mulliken_charge": [-0.079, 0.506, -0.808, -1.585, -0.103, -0.754, 0.395, 0.358, -0.139, -0.304, 0.842, 1.425, -0.071, -0.044, 0.526, -1.540, -0.376, 0.253, 0.528, -1.589, -0.861, -0.692, -0.842, -0.656, -0.611, -0.015, 1.763, -0.545, -0.236, -0.898, 0.728, -0.766, 0.485, 0.511, 0.265, 0.466, 0.271, -0.569, 1.220, 0.622, 0.769, 0.531, -0.945, -1.186, 0.435, 0.348, 0.819, 0.153, 1.066, 1.150, 0.350, 0.455, 0.397, 1.094, -1.520, 0.342, -0.663, -0.891, 0.427, 0.571, -1.011, -0.577, -0.473, 0.728, -0.821, -0.721, -0.304, 0.173, -0.629, 0.425, 1.143, 0.480, 0.491, 0.478, 0.550, 1.607, 1.398, -0.305, 0.120, 0.603, -0.492, -0.125, 1.251, -0.759, 0.360, -0.884, -1.963, 0.544, -0.894, 0.136, 0.008, 0.420, 0.210, -0.259, -0.200, 0.378, -0.201, 1.103, 0.298, -0.460, 0.540, 0.401, -1.948, 0.435, -0.755, -0.433, 1.430, 0.501, -1.173, 0.190, 0.516, -0.413, -0.625, -0.575, 0.718, 1.576, 0.345, -0.002, -0.210, 0.678, -0.382, -1.500, 0.522, 1.233, 0.285, 0.354, 0.545, -0.741, -0.623, -1.310, -1.313, 1.445, -0.914, -0.220, -0.626, 0.328, -0.632, 0.374, 0.458, 0.071, -0.174, -0.226, 0.236, -0.425, -0.658, 0.476, -0.583, 1.146, 0.631, -1.015, 0.857, -0.145, -1.199, -0.165, -0.420, -0.672, 0.261, 0.521, 0.260, -0.458, 0.163, 0.995, 0.784, 0.330, -1.139, 0.314, 0.973, -1.002, -1.479, 0.647],
  "molar_mass_g_mol": 1137.7,
  "charge": 0,
  "total_energy_ev": -151934.395,
  "relative_energy_kcal_mol": 1020.2,
  "homo_lumo_gap_ev": 7.55,
  "multiplicity": 1
}

{
  "formula": "C43H104ClN2O15P2",
  "method": "wB97M-V/def2-TZVPD",
  "symbols": ["H", "H", "H", "H", "O", "H", "O", "H", "H", "H", "C", "H", "H", "N", "H", "H", "H", "O", "C", "H", "C", "H", "C", "H", "H", "C", "H", "O", "H", "H", "H", "C", "C", "C", "H", "C", "H", "C", "C", "O", "H", "H", "O", "H", "C", "H", "H", "H", "H", "H", "C", "H", "H", "H", "H", "C", "H", "C", "H", "C", "C", "H", "H", "H", "C", "O", "C", "C", "H", "H", "C", "O", "H", "H", "C", "H", "C", "H", "H", "H", "H", "H", "H", "H", "H", "O", "C", "H", "C", "H", "H", "H", "H", "H", "C", "H", "C", "H", "C", "H", "H", "C", "C", "C", "H", "H", "H", "H", "C", "H", "H", "P", "H", "O", "H", "H", "C", "C", "H", "H", "H", "H", "H", "H", "H", "N", "H", "C", "H", "H", "H", "P", "C", "H", "H", "H", "Cl", "C", "H", "H", "C", "H", "H", "H", "O", "C", "H", "H", "H", "H", "O", "H", "H", "O", "H", "H", "O", "C", "H", "O", "H", "H", "C", "H", "C", "C", "H"],
  "xyz": [[3.8168, 6.4988, -0.6066], [7.7792, 6.4111, 6.1761], [0.5273, -5.7532, 4.1137], [-1.2918, -5.2629, -5.6403], [0.4881, 1.9190, 0.0509], [-4.0543, -5.7971, 4.2053], [0.2693, -10.3992, 6.6918], [-0.5720, 0.0840, 4.0672], [2.2380, 1.9445, 2.1537], [-3.8028, -6.4790, -8.3124], [-2.5827, -5.5170, 2.6146], [-3.7860, 13.8740, 0.6651], [1.1806, -12.8422, 5.9565], [-1.5399, 0.5203, -2.4251], [1.1060, 5.5292, 1.8356], [-2.7627, -6.4665, 2.1072], [-0.3333, -3.4919, -0.3739], [-3.2740, -5.7834, -8.7198], [-2.2713, -1.2509, 4.0660], [-2.7858, 13.9038, -0.7959], [-2.5771, 12.1056, 0.3995], [3.1125, 4.4567, -9.0344], [-2.6355, -6.3423, -9.8734], [-0.9505, -7.1011, -8.7526], [6.7673, 4.4188, 3.1341], [-2.8165, 13.5994, 0.2508], [8.4320, 4.8205, 3.5437], [-1.0001, 6.6585, 1.8980], [7.9299, 7.0789, 2.6443], [-2.7340, -4.6667, 4.5603], [4.4552, 4.6686, 2.6470], [1.4513, -6.4470, 5.6845], [1.8558, 5.2470, 1.0964], [7.3997, 4.8631, 3.9018], [-0.3966, -6.5277, 6.7952], [-1.5774, 0.0355, 4.4867], [0.8971, 1.6121, -10.1594], [7.8353, 6.9581, 5.2344], [-3.1627, 5.7977, 2.5832], [-3.1502, -3.2205, -2.1518], [2.6405, 3.3799, 0.2775], [-2.0623, -5.5173, -10.3000], [-1.1701, -5.3024, 2.5388], [0.6712, 2.5251, -8.6664], [-2.6615, -0.3437, -2.8476], [0.5495, -5.0339, -0.4611], [-1.1052, -11.5536, 8.6660], [-1.0052, -3.4596, -7.4502], [-3.0264, -4.3366, 0.8497], [-3.1973, -7.1996, -11.7821], [2.3844, -7.3748, 4.9211], [-1.4874, 0.0759, 5.5750], [-1.9911, 12.1762, 2.2580], [-1.1844, -5.0241, -0.7003], [-1.4286, -2.3970, 5.4101], [0.5278, 3.3539, 0.3265], [-0.4222, 12.2011, 0.3489], [1.6952, -12.3587, 6.7917], [2.0930, -13.1379, 7.4427], [0.7352, -11.4492, 7.5417], [-1.2057, 0.6583, -1.1038], [-1.0799, 10.6178, -0.0706], [-0.0922, -12.9986, 8.8140], [-2.4675, 6.2185, 0.5957], [-3.6802, -1.3449, 4.6301], [7.0171, 7.0619, 2.9529], [-2.9872, -5.6115, 4.0734], [-2.3018, -1.3481, -3.9534], [-4.2240, 5.7567, 2.3365], [4.3115, 3.4045, -8.2662], [-0.1757, 1.5254, -1.0174], [-0.6596, -3.0091, -2.8240], [-2.8275, 8.5600, 2.5310], [-2.2470, -8.2755, -8.9986], [1.8572, 3.7225, 0.9614], [1.0336, 3.0257, 2.8382], [-0.7452, 1.3031, -3.1722], [-0.2141, -10.8053, 5.9638], [-1.3296, -1.1201, -4.3788], [1.5043, 5.6618, 0.1448], [-3.4938, 0.2982, -3.1314], [7.3308, 4.2553, 4.8049], [2.4706, 1.1683, -7.7348], [-3.6477, -1.3436, 5.7228], [-4.2948, -0.5039, 4.3070], [-2.6788, 11.7120, 1.7679], [-0.2745, -4.4541, -0.8795], [-0.4302, -3.8049, -5.1830], [-1.8713, -3.5445, -6.7865], [-2.3156, -1.2996, 2.9748], [-3.1170, -3.4475, 2.3759], [1.8542, -7.8246, 4.0769], [-0.4299, -5.0862, -2.9415], [2.0005, -5.9702, 6.4988], [-2.9325, 8.0829, 1.5538], [-1.1614, 11.9483, -1.2377], [-1.4042, -4.1874, -5.4968], [5.9339, 6.3217, 4.4722], [2.7290, 2.3341, -9.2722], [2.7649, 3.4325, 2.9266], [-0.8976, 7.0543, 2.7714], [-3.3319, -4.4062, 1.8945], [-2.3992, 6.6620, 1.5919], [-3.6716, -6.8125, -10.8801], [1.0426, 3.3753, -10.1715], [-4.2831, -7.6093, -10.4478], [-2.3749, 8.6845, 0.8369], [5.3239, 5.6893, 1.5397], [3.2032, 5.9615, 1.4119], [0.3530, 3.9163, -0.5951], [-1.0065, -12.7031, 7.3290], [-2.1965, -3.0124, -3.2473], [-2.4333, -6.4024, 4.5800], [-2.3792, -4.0344, -4.4355], [2.7167, 3.6089, -7.5326], [-2.5987, -4.1720, -7.2987], [0.2629, -7.2057, 6.2505], [3.2509, 3.5253, -8.4847], [0.4720, -0.1934, -4.9665], [1.2712, -10.9391, 8.3441], [7.5104, 7.9836, 5.4071], [-2.9569, -0.8795, -1.9462], [-2.7689, 4.7801, 2.5949], [-4.3344, -5.9939, -11.1590], [3.2379, -6.8217, 4.5276], [0.0900, 1.9017, -2.3045], [0.8141, 2.5574, -2.5648], [-0.4344, -12.2231, 8.1280], [-4.4095, -4.5725, 1.9272], [-2.0483, 14.1593, 0.7912], [8.8815, 6.9848, 4.9177], [-0.5577, 1.7787, -4.9429], [6.9811, 6.3012, 4.1626], [3.0693, 6.5183, 2.3443], [-3.0642, 6.2062, 3.5922], [-1.3069, -0.2994, 0.5354], [-2.4881, 1.6200, -5.5501], [4.4305, 5.0665, 1.6326], [-0.3163, -7.6562, 5.4393], [2.5285, -11.7850, 6.3860], [-1.6894, -7.4612, -9.4694], [-0.2977, 3.5827, 1.0076], [4.5230, 4.2689, 0.8934], [3.2980, 2.2353, -10.1973], [-1.8936, 0.0103, -0.1684], [1.9873, 2.9970, 2.3052], [-3.9874, 8.1041, 1.2786], [-2.1379, 0.9128, 4.1601], [-2.2587, -2.5370, -6.6352], [-3.3750, 11.5586, -0.1064], [2.9664, 1.1185, -8.5593], [1.0168, -4.1448, -2.5982], [0.5799, -8.0044, 6.9167], [1.0228, -5.3709, 4.8495], [-4.1604, -2.2699, 4.3102], [4.3397, 7.6334, 0.6364], [0.1294, 0.4570, -5.5919], [-0.0434, -4.2424, -2.3660], [-1.1637, -7.8656, -10.3345], [-1.4986, -2.3874, 4.4488], [-0.9850, -4.4681, 2.9939], [2.7499, -8.1798, 5.5599], [-1.2326, 11.6920, -0.1800], [-3.0489, -1.3234, -4.7429], [1.2509, 2.4741, -9.5943], [3.5127, 6.9911, 0.3236], [2.6555, 7.6356, 0.1186]],
  "mulliken_charge": [0.384, 0.377, 0.328, 0.371, -0.367, 0.429, -0.427, 0.390, 0.341, 0.313, 0.307, 0.329, 0.353, 0.422, 0.108, 0.338, 0.108, -0.508, 0.958, 0.370, 0.466, 0.362, 0.455, 0.289, 0.256, -1.381, 0.379, -0.434, 0.334, 0.098, 0.253, 0.397, -1.055, -1.198, 0.330, -1.524, 0.308, -1.454, -1.303, -0.809, 0.340, 0.245, -0.514, 0.110, -1.115, 0.500, 0.324, 0.367, 0.010, 0.380, -1.249, 0.420, 0.339, 0.250, 0.261, -1.313, 0.338, -1.304, 0.381, 0.468, 0.092, 0.201, 0.382, 0.224, -1.329, -0.525, -0.914, 0.073, 0.405, 0.312, 0.508, -0.105, 0.358, 0.340, 1.154, 0.336, 0.069, 0.276, -0.294, 0.423, 0.282, 0.351, 0.307, 0.352, 0.407, -0.523, -0.993, 0.298, -0.922, -0.253, -0.262, 0.298, 0.358, 0.288, -1.298, 0.366, -0.254, 0.245, 0.336, 0.400, 0.298, -0.413, 0.573, -1.330, 0.370, 0.357, 0.134, 0.439, 1.006, 0.709, 0.356, 0.843, 0.136, -0.345, 0.221, 0.163, -1.079, -1.115, 0.315, 0.243, 0.340, 0.522, 0.273, 0.327, 0.326, 0.199, 0.379, -1.348, 0.438, 0.359, 0.367, 0.143, 0.553, 0.158, 0.348, 0.240, -0.204, -1.273, 0.148, 0.306, -1.280, 0.079, 0.091, 0.298, -0.565, -1.595, 0.388, 0.357, 0.228, 0.286, -0.516, 0.329, 0.365, -0.473, 0.315, 0.415, -0.419, -0.452, 0.390, -0.348, 0.308, 0.365, -1.127, 0.679, -0.983, -1.778, 0.463],
  "molar_mass_g_mol": 986.7,
  "charge": 1,
  "total_energy_ev": -111067.837,
  "homo_lumo_gap_ev": 7.80,
  "multiplicity": 1
}